[1]
{
  "formula": "C6H10N",
  "method": "ωB97M-V with the def2-TZVPD basis set",
  "species": ["N", "C", "C", "C", "C", "C", "C", "H", "H", "H", "H", "H", "H", "H", "H", "H", "H"],
  "xyz": [[-0.145, -1.108, -1.017], [-1.173, -1.458, -0.296], [1.576, -0.994, 0.842], [-0.827, -0.281, 0.362], [-1.849, 0.870, 0.247], [0.602, -0.275, -0.076], [1.115, 1.015, -0.695], [1.507, -2.038, 0.705], [0.462, 1.198, -1.601], [2.576, -0.695, 0.657], [-1.527, 1.460, -0.565], [1.254, -0.696, 1.878], [1.089, 1.915, -0.148], [-2.873, 0.480, 0.251], [2.126, 1.195, -1.142], [-2.103, -2.085, -0.586], [-1.813, 1.497, 1.183]],
  "nbo_charge": [-0.12, 0.10, -0.60, 0.29, -0.67, 0.08, -0.68, 0.24, 0.23, 0.25, 0.27, 0.24, 0.26, 0.26, 0.28, 0.30, 0.28],
  "lumo_ev": -5.34,
  "smiles": "CC1(C)[N+]2=C[C@]21C",
  "gap_ev": 10.6,
  "e_tot_ha": -288.97512,
  "molar_mass_g_mol": 96.15,
  "spin_multiplicity": 1,
  "max_force_ev_per_a": 3.31,
  "total_charge": 1,
  "e_homo_ha": -0.585,
  "e_above_lowest_kcal_mol": 67.67
}

=====

[2]
{
  "formula": "C6H10N",
  "method": "ωB97M-V with the def2-TZVPD basis set",
  "species": ["N", "C", "C", "C", "C", "C", "C", "H", "H", "H", "H", "H", "H", "H", "H", "H", "H"],
  "xyz": [[-0.580, 0.328, 0.116], [1.308, -0.712, -1.720], [0.199, -1.287, -1.208], [-0.387, -0.210, 1.399], [-1.296, -0.976, 2.004], [2.279, -0.043, -2.030], [-0.032, 1.726, -0.031], [0.499, 0.124, 1.843], [-1.184, -1.379, 2.905], [3.099, 0.551, -2.221], [-1.514, 0.179, -0.239], [-2.240, -1.409, 1.417], [-0.630, -1.320, -1.851], [-0.762, 2.435, -0.399], [0.090, -1.950, -0.294], [0.173, 2.115, 0.891], [0.978, 1.828, -0.583]],
  "nbo_charge": [-0.48, -0.14, -0.10, -0.06, -0.35, 0.03, -0.43, 0.22, 0.22, 0.26, 0.42, 0.21, 0.23, 0.24, 0.27, 0.22, 0.23],
  "lumo_ev": [-6.02, -6.02],
  "gap_ev": [7.6, 7.6],
  "e_tot_ha": -288.93026,
  "molar_mass_g_mol": 96.15,
  "spin_multiplicity": 1,
  "max_force_ev_per_a": 5.71,
  "total_charge": 1,
  "e_homo_ha": [-0.499, -0.499],
  "e_above_lowest_kcal_mol": 95.83
}